Entry 1:
This record from the Open Molecules 2025 dataset describes a 2-piece molecular cluster, C4H13N2O overall in a non-equilibrium geometry. The level of theory is ωB97M-V/def2-TZVPD.

The value obtained for the LUMO energy is -3.45 eV. The charge is +1. The total energy comes out at -344.6714 Ha. The value obtained for the energy above the lowest of the compared OMol25 structures with the same formula, charge and spin is 250.6 kJ/mol.

The geometry in XYZ format:
```
20
Properties=species:S:1:pos:R:3:forces:R:3:lowdin_charge:R:1
C -2.5367 -0.2914 1.5259 -0.31 0.08 -3.26 -0.0666
C 1.9612 1.1256 -0.8414 -0.42 3.16 -0.21 0.0023
C -1.1649 -0.5090 0.9043 1.23 1.67 -0.47 -0.2820
C 1.4611 -0.2585 -0.8504 0.12 0.87 -0.17 -0.4346
N 1.7042 -1.0431 0.1787 -0.08 -1.10 -2.06 0.2383
N -0.8927 0.2380 -0.3647 -0.67 -4.92 -1.60 0.0055
O 1.0116 -0.7128 -1.9939 1.09 -3.05 2.48 0.1766
H -2.4180 -0.1584 2.5547 -0.47 -0.16 1.61 0.0583
H -2.9323 0.6237 1.0470 0.25 0.06 0.69 0.0855
H -3.2661 -1.0101 1.1480 0.07 -0.42 0.81 0.0838
H 2.9433 1.3107 -1.2957 0.31 -0.91 0.65 0.1195
H 1.8344 1.7286 0.0778 0.56 -1.07 0.15 0.1163
H 1.4283 1.8508 -1.4871 -0.63 -1.01 -0.21 0.1093
H -0.7449 -1.5151 0.7951 -0.56 0.10 0.34 0.1025
H -0.4835 0.1266 1.4797 0.24 -0.95 0.94 0.1024
H 2.2691 -0.6518 0.9329 -0.33 -0.64 -0.22 0.1615
H 1.5971 -2.0657 -0.0416 0.25 1.33 1.05 0.1866
H -1.6318 0.0976 -1.0644 0.38 -0.52 0.07 0.1145
H -1.0336 1.1201 -0.1367 -0.56 5.39 1.32 0.0168
H 0.8943 -0.0060 -2.5681 -0.48 2.09 -1.92 0.1036
```
Positions in Å, forces in eV/Å.

Entry 2:
This record from the Open Molecules 2025 dataset describes a 2-piece molecular cluster, C11H28O6P overall. The level of theory is ωB97M-V/def2-TZVPD.

The value obtained for the LUMO energy is 2.74 eV. The charge is -1. The total energy comes out at -1228.6233 Ha. The value obtained for the energy above the lowest of the compared OMol25 structures with the same formula, charge and spin is 0.0 kJ/mol.

The geometry in XYZ format:
```
46
Properties=species:S:1:pos:R:3:forces:R:3:lowdin_charge:R:1
C 2.4713 -1.1307 2.4822 0.18 -0.16 -0.09 -0.0604
C 2.9351 -0.5655 1.1313 0.22 -0.07 0.17 -0.2648
O 2.2702 0.6212 0.7442 0.09 0.04 0.03 -0.1465
C 0.8937 0.4534 0.4414 -0.21 0.00 -0.07 -0.1950
C 0.6293 -0.1662 -0.9160 0.05 0.29 0.00 -0.1780
O 0.8852 -1.5587 -0.9987 -0.03 0.02 -0.20 -0.1555
C -0.1130 -2.3403 -0.3582 0.16 -0.30 0.05 -0.1722
C -1.4724 -2.3568 -1.0714 0.25 0.11 0.31 -0.2161
O -2.4748 -2.0911 -0.1335 -0.43 -0.15 -0.42 -0.1996
C -3.1047 -0.8141 -0.2117 0.11 0.29 0.45 -0.3513
P -3.0635 0.2465 1.3898 -0.47 -0.14 -0.60 0.4931
O -1.8830 -0.7909 2.1810 0.33 0.13 0.08 -0.3640
C -1.7469 -0.4663 3.5368 0.13 -0.33 -0.36 -0.2982
C -2.0056 1.0197 3.6458 0.10 0.35 0.30 -0.3303
O -3.0614 1.3093 2.7933 -0.16 -0.06 0.18 -0.3765
H 1.5802 -0.6236 2.8435 -0.09 -0.01 -0.02 0.0607
H 3.2466 -1.0201 3.2395 0.01 0.08 0.07 0.0611
H 2.2582 -2.1961 2.3955 -0.15 -0.01 0.07 0.0711
H 3.9889 -0.2927 1.2049 0.02 0.09 -0.06 0.1072
H 2.8582 -1.3259 0.3531 -0.13 0.01 -0.06 0.1028
H 0.4535 1.4506 0.4361 0.04 0.04 0.03 0.1223
H 0.3605 -0.1073 1.2138 0.02 0.04 0.06 0.0913
H -0.4060 0.0737 -1.1834 -0.04 -0.11 0.01 0.1063
H 1.2702 0.3154 -1.6566 0.07 -0.04 -0.02 0.1127
H -0.2969 -2.0022 0.6639 -0.07 0.07 0.02 0.1078
H 0.2964 -3.3504 -0.3026 0.11 0.00 -0.03 0.1175
H -1.4611 -1.6231 -1.8833 -0.05 0.01 -0.06 0.1093
H -1.6548 -3.3377 -1.5202 -0.03 -0.07 -0.01 0.1118
H -2.6254 -0.1930 -0.9786 0.01 -0.07 -0.13 0.0552
H -4.1503 -0.9705 -0.5032 -0.09 0.04 0.10 0.0653
H -4.1171 -0.5862 1.9556 0.07 0.14 0.14 0.0149
H -4.0520 1.1086 0.7705 0.04 -0.02 -0.03 -0.0107
H -1.9927 1.0722 0.8369 0.10 -0.11 0.06 0.0100
H -0.7334 -0.7157 3.8742 0.02 -0.08 0.08 0.0961
H -2.4632 -1.0467 4.1337 -0.06 0.07 0.14 0.1024
H -2.2327 1.3114 4.6811 -0.16 -0.02 -0.04 0.1025
H -1.0951 1.5817 3.3735 0.03 -0.06 -0.16 0.0996
C 2.7158 1.5924 -4.3785 -0.03 -0.02 0.08 -0.0900
C 1.7560 2.7436 -4.6136 0.09 0.06 0.11 -0.3307
O 1.2986 3.3239 -3.3988 -0.04 -0.01 -0.12 -0.0785
H 2.2476 0.8237 -3.7643 -0.03 -0.01 -0.03 0.0623
H 3.0287 1.1435 -5.3229 0.01 0.01 -0.01 0.0705
H 3.6084 1.9366 -3.8503 0.03 0.01 -0.04 0.0732
H 0.8615 2.3971 -5.1294 -0.03 0.00 0.00 0.1097
H 2.2286 3.5103 -5.2398 -0.02 -0.03 -0.06 0.1027
H 2.0631 3.6371 -2.9069 0.01 -0.03 0.07 0.0788
```
Positions in Å, forces in eV/Å.